--- w ---
{
  "formula": "C5H14N2O",
  "method": "ωB97M-V/def2-TZVPD",
  "symbols": ["C", "C", "C", "O", "N", "H", "H", "H", "H", "H", "H", "H", "C", "C", "N", "H", "H", "H", "H", "H", "H", "H"],
  "xyz": [[-0.068, 1.403, -1.638], [1.974, -0.226, 0.219], [0.585, 0.197, 0.620], [-0.617, 2.551, -0.998], [0.336, 1.119, 1.482], [-0.436, 2.449, -0.044], [1.181, 1.646, 1.702], [-0.549, 1.316, -2.622], [0.995, 1.570, -1.851], [2.697, 0.549, 0.475], [2.273, -1.141, 0.740], [2.057, -0.400, -0.854], [-0.303, -2.093, 0.080], [-1.845, -0.322, 0.749], [-0.538, -0.635, 0.124], [-0.485, 0.148, -1.035], [-2.620, -0.938, 0.291], [-0.107, -2.487, 1.079], [0.540, -2.314, -0.574], [-1.179, -2.600, -0.326], [-1.819, -0.520, 1.821], [-2.075, 0.726, 0.559]],
  "nbo_charge": [-0.426, -0.708, 0.535, -0.758, -0.699, 0.466, 0.354, 0.167, 0.138, 0.233, 0.234, 0.243, -0.407, -0.413, -0.512, 0.296, 0.203, 0.190, 0.210, 0.216, 0.200, 0.237],
  "e_lumo_ev": 0.7004,
  "orbital_gap_ev": 8.12,
  "charge": 0,
  "e_homo_ha": -0.2725
}

=====

--- x ---
{
  "formula": "C5H14N2O",
  "method": "ωB97M-V/def2-TZVPD",
  "symbols": ["C", "C", "C", "C", "O", "N", "C", "N", "H", "H", "H", "H", "H", "H", "H", "H", "H", "H", "H", "H", "H", "H"],
  "xyz": [[-1.488, 1.896, -0.126], [-0.382, 0.822, 0.062], [1.012, 1.239, -0.495], [2.070, 0.152, -0.544], [1.651, -0.913, -1.310], [-0.898, -0.419, -0.521], [-0.845, -1.612, 0.400], [0.382, -2.341, 0.547], [-2.318, 1.383, 0.284], [-1.511, 2.195, -1.197], [-1.356, 2.706, 0.505], [-0.207, 0.497, 1.148], [1.357, 2.104, 0.249], [0.756, 1.593, -1.538], [3.010, 0.511, -0.947], [2.343, -0.158, 0.500], [1.390, -1.610, -0.554], [-0.431, -0.731, -1.403], [-1.724, -2.249, 0.230], [-1.120, -1.068, 1.395], [-1.740, -0.982, 2.121], [0.048, -3.016, 1.195]],
  "nbo_charge": [-0.608, -0.031, -0.432, -0.073, -0.786, -0.682, 0.078, -0.674, 0.215, 0.213, 0.203, 0.171, 0.209, 0.201, 0.173, 0.155, 0.509, 0.424, 0.197, 0.038, 0.161, 0.340],
  "e_lumo_ev": -1.5427,
  "orbital_gap_ev": 7.30,
  "charge": 0,
  "e_homo_ha": -0.3249
}

=====

--- y ---
{
  "formula": "C5H14N2O",
  "method": "ωB97M-V/def2-TZVPD",
  "symbols": ["N", "C", "C", "C", "C", "C", "N", "H", "H", "H", "H", "H", "H", "H", "H", "H", "H", "H", "H", "O", "H", "H"],
  "xyz": [[-0.600, 2.124, 0.771], [-0.461, 0.791, 0.419], [0.988, 0.444, 0.336], [1.644, 1.027, -0.982], [1.230, 0.070, -2.098], [1.119, -1.352, -1.278], [1.073, -1.044, 0.177], [0.157, 2.629, 1.188], [-1.433, 2.557, 0.341], [-0.993, 0.669, -0.527], [-0.863, 0.075, 1.285], [1.512, 0.849, 1.165], [2.655, 1.279, -0.804], [1.175, 2.053, -1.061], [0.285, 0.158, -2.579], [2.007, 0.023, -2.796], [1.898, -2.024, -1.604], [0.119, -1.721, -1.511], [1.877, -1.584, 0.684], [-4.538, -2.590, 2.735], [-3.704, -2.152, 2.832], [-5.148, -2.280, 3.308]],
  "nbo_charge": [-0.885, -0.206, -0.053, -0.430, -0.428, -0.223, -0.657, 0.381, 0.383, 0.186, 0.157, 0.191, 0.210, 0.212, 0.208, 0.209, 0.193, 0.180, 0.372, -0.937, 0.474, 0.463],
  "e_lumo_ev": 0.9644,
  "orbital_gap_ev": 9.40,
  "charge": 0,
  "e_homo_ha": -0.3100
}

=====

Q: Which of them is the most stable? A: y.

=====

--- w ---
{
  "formula": "C5H14N2O",
  "method": "ωB97M-V/def2-TZVPD",
  "symbols": ["C", "C", "C", "O", "N", "H", "H", "H", "H", "H", "H", "H", "C", "C", "N", "H", "H", "H", "H", "H", "H", "H"],
  "xyz": [[-1.662, -1.264, -0.356], [-1.260, 1.207, -0.908], [-1.129, 0.085, 0.069], [-1.321, -2.282, 0.565], [-0.929, 0.344, 1.325], [-0.524, -2.722, 0.243], [-1.021, -0.467, 1.931], [-1.326, -1.489, -1.374], [-2.757, -1.202, -0.380], [-0.813, 0.946, -1.865], [-0.796, 2.114, -0.526], [-2.323, 1.418, -1.067], [1.888, 1.147, 0.217], [1.441, -0.726, -0.557], [1.395, 1.447, 1.430], [0.115, 0.957, 1.568], [1.971, 1.038, 2.161], [1.480, 1.718, -0.611], [2.958, 0.968, 0.128], [2.478, -0.833, -0.877], [1.298, -1.391, 0.296], [0.835, -1.013, -1.413]],
  "nbo_charge": [-0.148, -0.694, 0.426, -0.717, -0.696, 0.487, 0.387, 0.194, 0.206, 0.233, 0.248, 0.238, -0.076, -0.842, -0.877, 0.415, 0.339, 0.158, 0.177, 0.199, 0.172, 0.171],
  "e_lumo_ev": 0.5406,
  "orbital_gap_ev": 7.76,
  "charge": 0,
  "e_homo_ha": -0.2651
}

=====

--- x ---
{
  "formula": "C5H14N2O",
  "method": "ωB97M-V/def2-TZVPD",
  "symbols": ["C", "C", "C", "N", "C", "C", "N", "H", "H", "H", "H", "H", "H", "H", "H", "H", "H", "H", "H", "O", "H", "H"],
  "xyz": [[-0.362, 1.606, -0.150], [0.028, 0.251, -0.609], [1.224, 0.038, -1.152], [2.174, 1.128, -1.244], [-0.877, -0.879, -0.386], [-1.826, -1.315, 0.809], [-2.425, -2.601, 0.553], [-1.397, 1.501, 0.376], [-0.339, 2.208, -0.924], [0.241, 2.112, 0.618], [1.746, -0.792, -1.076], [2.555, 1.230, -2.284], [2.076, 1.935, -0.796], [-0.282, -1.695, -0.470], [-1.576, -0.699, -1.289], [-1.214, -1.408, 1.693], [-2.422, -0.448, 1.105], [-1.909, -3.396, 0.238], [-3.222, -2.535, 0.036], [1.749, 1.468, 1.575], [1.827, 1.513, 2.503], [2.548, 0.829, 1.436]],
  "nbo_charge": [-0.655, 0.015, -0.073, -0.866, -0.431, -0.213, -0.844, 0.190, 0.210, 0.256, 0.180, 0.365, 0.366, 0.195, 0.195, 0.178, 0.200, 0.370, 0.353, -0.942, 0.466, 0.483],
  "e_lumo_ev": 0.6412,
  "orbital_gap_ev": 8.39,
  "charge": 0,
  "e_homo_ha": -0.2848
}

=====

--- y ---
{
  "formula": "C5H14N2O",
  "method": "ωB97M-V/def2-TZVPD",
  "symbols": ["C", "C", "C", "O", "H", "H", "H", "H", "H", "H", "C", "N", "C", "N", "H", "H", "H", "H", "H", "H", "H", "H"],
  "xyz": [[-0.611, 2.257, -0.866], [0.593, 1.848, -0.499], [1.513, 2.634, 0.380], [1.841, 1.781, 1.472], [-1.345, 1.654, -1.378], [-0.954, 3.252, -0.596], [0.909, 0.818, -0.649], [2.420, 2.911, -0.170], [1.003, 3.555, 0.676], [2.251, 2.317, 2.156], [0.555, -2.379, -0.757], [-0.073, -2.282, 0.569], [-1.513, -2.033, 0.434], [-1.891, -0.646, 0.235], [1.628, -2.508, -0.624], [0.146, -3.188, -1.371], [0.408, -1.425, -1.265], [0.039, -3.176, 1.035], [-2.036, -2.340, 1.342], [-1.888, -2.658, -0.388], [-1.421, -0.072, 0.932], [-1.572, -0.319, -0.669]],
  "nbo_charge": [-0.387, -0.188, -0.103, -0.714, 0.196, 0.189, 0.204, 0.167, 0.164, 0.470, -0.423, -0.630, -0.060, -0.831, 0.205, 0.167, 0.183, 0.350, 0.182, 0.149, 0.367, 0.343],
  "e_lumo_ev": 0.9572,
  "orbital_gap_ev": 9.97,
  "charge": 0,
  "e_homo_ha": -0.3313
}

=====

Q: Which of them is the most stable? A: y.

=====

--- w ---
{
  "formula": "C5H14N2O",
  "method": "ωB97M-V/def2-TZVPD",
  "symbols": ["C", "N", "C", "O", "H", "H", "H", "H", "H", "H", "H", "C", "C", "C", "N", "H", "H", "H", "H", "H", "H", "H"],
  "xyz": [[-1.375, -0.939, 2.194], [-0.286, -0.805, 1.219], [0.994, 0.301, 1.804], [0.611, 1.491, 1.604], [-0.974, -1.287, 3.144], [-2.079, -1.690, 1.834], [-1.868, 0.019, 2.332], [-0.584, -0.436, 0.307], [0.123, -1.717, 1.027], [1.812, -0.091, 1.173], [1.041, -0.096, 2.830], [0.997, -1.229, -2.872], [0.712, -0.133, -1.891], [-0.493, 0.454, -1.794], [-0.959, 1.202, -0.731], [0.105, -1.578, -3.400], [1.699, -0.923, -3.652], [1.407, -2.134, -2.413], [1.479, 0.171, -1.183], [-1.161, 0.363, -2.645], [-0.334, 1.634, -0.042], [-1.812, 1.715, -0.853]],
  "nbo_charge": [-0.419, -0.658, 0.223, -0.791, 0.203, 0.197, 0.226, 0.444, 0.380, 0.099, 0.102, -0.628, -0.336, -0.002, -0.871, 0.206, 0.206, 0.206, 0.200, 0.188, 0.442, 0.383],
  "e_lumo_ev": 0.7740,
  "orbital_gap_ev": 8.69,
  "charge": 0,
  "e_homo_ha": -0.2908
}

=====

--- x ---
{
  "formula": "C5H14N2O",
  "method": "ωB97M-V/def2-TZVPD",
  "symbols": ["N", "C", "C", "C", "C", "C", "N", "H", "H", "H", "H", "H", "H", "H", "H", "H", "H", "H", "H", "O", "H", "H"],
  "xyz": [[-1.605, -1.405, -2.735], [-1.376, -1.294, -1.313], [-0.271, -1.549, -0.638], [-0.146, -1.227, 0.827], [0.986, -0.183, 1.156], [1.479, 0.668, 0.004], [2.515, 1.596, 0.417], [-1.145, -2.211, -3.145], [-1.179, -0.604, -3.190], [-2.252, -0.808, -0.889], [0.523, -2.127, -1.106], [0.046, -2.069, 1.456], [-1.114, -0.804, 1.105], [0.509, 0.293, 2.020], [1.760, -0.760, 1.643], [0.621, 1.043, -0.538], [1.982, -0.075, -0.622], [2.526, 2.452, -0.118], [2.555, 1.825, 1.400], [-2.501, 2.589, 1.526], [-2.299, 1.680, 1.270], [-1.616, 2.968, 1.470]],
  "nbo_charge": [-0.853, -0.016, -0.229, -0.410, -0.402, -0.226, -0.849, 0.358, 0.364, 0.175, 0.199, 0.213, 0.189, 0.197, 0.202, 0.180, 0.181, 0.363, 0.362, -0.925, 0.463, 0.464],
  "e_lumo_ev": 0.6940,
  "orbital_gap_ev": 9.87,
  "charge": 0,
  "e_homo_ha": -0.3372
}

=====

--- y ---
{
  "formula": "C5H14N2O",
  "method": "ωB97M-V/def2-TZVPD",
  "symbols": ["C", "C", "N", "C", "N", "C", "C", "O", "H", "H", "H", "H", "H", "H", "H", "H", "H", "H", "H", "H", "H", "H"],
  "xyz": [[-1.649, 0.686, 1.908], [-0.327, -0.059, 1.679], [-0.185, -0.927, 2.811], [-0.526, -0.830, 0.169], [-0.054, 0.138, -0.789], [0.590, -0.236, -2.017], [1.558, 0.756, -2.560], [2.710, 0.753, -1.760], [-2.215, 1.065, 1.012], [-1.522, 1.683, 2.241], [-2.375, 0.102, 2.586], [0.478, 0.588, 1.430], [-1.070, -1.321, 3.148], [0.423, -1.601, 2.628], [0.129, -1.682, 0.021], [-1.620, -1.178, -0.098], [-0.693, 0.955, -0.935], [-0.141, -0.517, -2.744], [1.179, -1.181, -1.788], [1.815, 0.716, -3.657], [1.088, 1.726, -2.380], [2.407, 0.366, -0.904]],
  "nbo_charge": [-0.628, -0.040, -0.815, -0.230, -0.676, -0.241, -0.069, -0.715, 0.205, 0.219, 0.205, 0.201, 0.359, 0.349, 0.183, 0.164, 0.365, 0.173, 0.183, 0.187, 0.153, 0.468],
  "e_lumo_ev": 1.0160,
  "orbital_gap_ev": 9.44,
  "charge": 0,
  "e_homo_ha": -0.3095
}

=====

--- z ---
{
  "formula": "C5H14N2O",
  "method": "ωB97M-V/def2-TZVPD",
  "symbols": ["C", "C", "C", "C", "C", "N", "N", "O", "H", "H", "H", "H", "H", "H", "H", "H", "H", "H", "H", "H", "H", "H"],
  "xyz": [[0.062, 0.547, 0.156], [1.033, -0.484, -0.031], [-0.023, -2.094, 0.276], [-0.845, 0.856, -1.011], [-0.609, 0.679, 1.502], [1.317, 2.006, 0.090], [-1.267, -2.279, -0.364], [1.949, 2.050, -1.209], [1.446, 2.725, -1.679], [2.104, 1.794, 0.707], [-2.051, -1.797, 0.056], [-1.326, -2.962, -1.105], [1.787, -0.573, 0.747], [1.406, -0.583, -1.045], [-0.086, -2.117, 1.365], [0.717, -2.807, -0.080], [-1.271, 1.851, -0.882], [-1.568, 0.159, 1.524], [-1.682, 0.159, -1.063], [-0.293, 0.826, -1.948], [0.021, 0.310, 2.310], [-0.819, 1.734, 1.683]],
  "nbo_charge": [0.199, -0.441, -0.194, -0.662, -0.661, -0.411, -0.880, -0.614, 0.463, 0.317, 0.382, 0.396, 0.202, 0.219, 0.170, 0.191, 0.218, 0.209, 0.223, 0.224, 0.214, 0.237],
  "e_lumo_ev": 0.8834,
  "orbital_gap_ev": 8.14,
  "charge": 0,
  "e_homo_ha": -0.2666
}

=====

Q: Which of them is the most stable? A: x.

=====

--- w ---
{
  "formula": "C5H14N2O",
  "method": "ωB97M-V/def2-TZVPD",
  "symbols": ["N", "C", "C", "C", "N", "C", "C", "O", "H", "H", "H", "H", "H", "H", "H", "H", "H", "H", "H", "H", "H", "H"],
  "xyz": [[3.083, -1.157, -0.217], [1.654, -0.470, 0.046], [2.330, 0.965, 0.514], [0.654, -0.741, -1.043], [-0.748, -0.235, -0.730], [-1.399, 0.103, 0.469], [-3.352, 0.870, 0.452], [-3.973, 0.318, -0.612], [3.042, -1.932, -1.040], [1.973, -1.512, 0.466], [0.876, -0.356, 0.978], [1.558, 1.703, 0.731], [3.105, 1.335, -0.162], [2.795, 0.749, 1.403], [1.101, -0.327, -2.001], [0.694, -1.927, -1.204], [-1.260, 0.134, -1.519], [-0.983, 0.968, 1.095], [-1.365, -0.932, 1.129], [-2.899, 1.887, 0.187], [-3.930, 0.704, 1.336], [-2.955, -0.149, -0.278]],
  "nbo_charge": [-0.784, -0.333, -0.552, -0.200, -0.713, -0.350, 0.009, -0.737, 0.339, 0.427, 0.254, 0.192, 0.223, 0.211, 0.220, 0.183, 0.382, 0.172, 0.169, 0.171, 0.193, 0.524],
  "e_lumo_ev": 0.7392,
  "orbital_gap_ev": 9.24,
  "charge": 0,
  "e_homo_ha": -0.3124
}

=====

--- x ---
{
  "formula": "C5H14N2O",
  "method": "ωB97M-V/def2-TZVPD",
  "symbols": ["H", "N", "C", "C", "C", "N", "O", "H", "H", "H", "H", "H", "H", "H", "C", "C", "H", "H", "H", "H", "H", "H"],
  "xyz": [[1.076, -1.609, 0.643], [0.909, -0.800, 1.242], [0.589, 0.254, 0.554], [0.421, 1.564, 1.278], [1.155, 0.405, -1.049], [2.575, 0.187, -1.033], [0.919, 1.644, -1.637], [0.026, 2.333, 0.613], [1.383, 1.889, 1.682], [-0.280, 1.429, 2.106], [0.670, -0.387, -1.630], [3.002, 0.797, -0.338], [2.774, -0.764, -0.730], [1.741, 1.859, -2.108], [-2.079, -0.352, 0.066], [-2.192, -1.856, 0.059], [-0.969, -0.031, -0.329], [-2.274, 0.058, 1.059], [-2.774, 0.120, -0.632], [-1.535, -2.296, 0.816], [-1.923, -2.268, -0.919], [-3.213, -2.177, 0.287]],
  "nbo_charge": [0.322, -0.675, 0.289, -0.703, 0.207, -0.842, -0.719, 0.234, 0.234, 0.235, 0.151, 0.361, 0.371, 0.488, -0.566, -0.620, 0.201, 0.206, 0.205, 0.211, 0.200, 0.210],
  "e_lumo_ev": 0.8829,
  "orbital_gap_ev": 10.06,
  "charge": 0,
  "e_homo_ha": -0.3372
}

=====

--- y ---
{
  "formula": "C5H14N2O",
  "method": "ωB97M-V/def2-TZVPD",
  "symbols": ["N", "C", "C", "C", "C", "C", "N", "H", "H", "H", "H", "H", "H", "H", "H", "H", "H", "H", "H", "O", "H", "H"],
  "xyz": [[-2.793, 1.115, 1.631], [-1.468, 1.436, 1.439], [-0.789, 1.305, 0.304], [0.692, 1.469, 0.106], [1.453, 0.134, 0.084], [1.068, -0.764, -1.061], [1.367, -0.158, -2.339], [-3.362, 0.906, 0.827], [-3.327, 1.535, 2.369], [-0.979, 1.787, 2.333], [-1.299, 0.916, -0.578], [1.150, 2.131, 0.847], [0.867, 2.009, -0.816], [2.523, 0.354, 0.046], [1.331, -0.349, 1.057], [-0.008, -0.966, -0.961], [1.563, -1.730, -1.004], [1.374, -0.824, -3.093], [0.786, 0.635, -2.565], [0.160, -3.955, 0.468], [-0.019, -3.424, -0.311], [-0.289, -3.565, 1.218]],
  "nbo_charge": [-0.818, 0.011, -0.309, -0.422, -0.395, -0.220, -0.852, 0.375, 0.381, 0.186, 0.178, 0.210, 0.199, 0.206, 0.203, 0.148, 0.197, 0.364, 0.357, -0.944, 0.472, 0.473],
  "e_lumo_ev": 0.8561,
  "orbital_gap_ev": 8.86,
  "charge": 0,
  "e_homo_ha": -0.2940
}

=====

--- z ---
{
  "formula": "C5H14N2O",
  "method": "ωB97M-V/def2-TZVPD",
  "symbols": ["C", "C", "C", "N", "C", "N", "C", "O", "H", "H", "H", "H", "H", "H", "H", "H", "H", "H", "H", "H", "H", "H"],
  "xyz": [[-1.665, -0.240, 1.954], [-0.995, 0.828, 1.115], [-0.804, 0.291, -0.388], [-2.083, 0.017, -1.031], [0.295, -0.712, -0.476], [1.589, -0.308, 0.025], [2.346, 0.237, -1.131], [3.603, 0.720, -0.757], [-2.542, -0.503, 1.370], [-2.086, 0.089, 2.915], [-1.094, -1.146, 2.126], [-1.794, 1.557, 0.857], [-0.192, 1.422, 1.524], [-0.491, 1.240, -0.822], [-1.819, -0.182, -1.997], [-2.311, -0.955, -0.777], [-0.052, -1.474, 0.320], [0.290, -1.299, -1.415], [2.138, -1.168, 0.069], [1.682, 0.951, -1.679], [2.523, -0.570, -1.868], [3.462, 1.205, 0.066]],
  "nbo_charge": [-0.628, -0.401, -0.062, -0.799, -0.264, -0.619, 0.093, -0.708, 0.205, 0.217, 0.197, 0.208, 0.218, 0.181, 0.350, 0.337, 0.192, 0.173, 0.357, 0.141, 0.139, 0.474],
  "e_lumo_ev": 0.9275,
  "orbital_gap_ev": 10.84,
  "charge": 0,
  "e_homo_ha": -0.3644
}

=====

Q: Which of them is the most stable? A: y.